# 1
Below is a molecular structure, C40H64GeInN7S2Se at a distorted geometry, with properties calculated with wB97M-V/def2-TZVPD.

The geometry in XYZ format:
```
116
Properties=species:S:1:pos:R:3
In -0.074 -0.204 0.037
C -0.365 1.104 2.082
C 0.915 1.765 2.308
C 0.846 2.996 1.659
C -0.507 3.177 1.212
C -1.272 2.089 1.514
C -2.764 2.063 1.718
C -3.014 2.740 3.079
C -3.512 2.851 0.642
C -3.307 0.634 1.774
C 1.841 4.130 1.430
C 1.750 5.163 2.567
C 3.281 3.638 1.238
C 1.503 4.911 0.144
C 1.864 1.206 3.370
C 1.159 0.138 4.224
C 2.263 2.316 4.351
C 3.125 0.525 2.827
H -0.757 0.349 2.746
H -0.873 4.079 0.758
H -2.712 3.784 3.041
H -2.432 2.249 3.856
H -4.069 2.687 3.345
H -3.190 3.889 0.629
H -4.585 2.828 0.837
H -3.321 2.424 -0.335
H -2.984 0.129 2.684
H -2.939 0.071 0.916
H -4.396 0.642 1.762
H 1.890 4.721 3.545
H 0.767 5.630 2.546
H 2.501 5.938 2.423
H 3.708 3.251 2.155
H 3.910 4.461 0.897
H 3.307 2.855 0.481
H 0.560 5.445 0.227
H 1.463 4.258 -0.726
H 2.275 5.660 -0.033
H 0.286 0.549 4.727
H 1.850 -0.225 4.984
H 0.862 -0.719 3.624
H 1.379 2.872 4.657
H 2.980 2.995 3.908
H 2.724 1.882 5.238
H 2.842 -0.410 2.354
H 3.803 0.287 3.647
H 3.656 1.130 2.100
S 1.894 -1.794 0.479
C 3.131 -0.718 -0.176
N 4.401 -0.911 0.085
N 4.708 -1.913 0.866
C 5.931 -2.069 1.468
C 6.081 -3.082 2.418
C 7.295 -3.261 3.048
C 8.368 -2.440 2.739
C 8.219 -1.428 1.800
C 7.009 -1.235 1.163
N 2.883 0.320 -0.973
N 1.700 0.765 -1.097
C 1.454 1.708 -2.068
C 2.296 1.895 -3.172
C 1.920 2.777 -4.163
C 0.753 3.520 -4.046
C -0.059 3.368 -2.931
C 0.268 2.440 -1.963
H 3.927 -2.516 1.168
H 5.237 -3.712 2.662
H 7.408 -4.048 3.780
H 9.318 -2.585 3.230
H 9.058 -0.793 1.557
H 6.860 -0.451 0.437
H 3.208 1.319 -3.248
H 2.546 2.895 -5.034
H 0.468 4.201 -4.833
H -0.952 3.964 -2.817
H -0.372 2.279 -1.103
C -2.989 -7.418 0.833
Ge -2.079 -5.682 0.474
C -0.117 -5.960 0.533
C -2.568 -4.971 -1.310
C -2.740 -4.362 1.849
Se -1.724 -2.685 2.023
C -0.198 -3.399 3.005
H -2.657 -8.164 0.117
H -4.068 -7.332 0.753
H -2.750 -7.782 1.829
H 0.175 -6.600 -0.296
H 0.195 -6.448 1.453
H 0.417 -5.019 0.433
H -2.344 -5.700 -2.084
H -1.995 -4.072 -1.516
H -3.625 -4.726 -1.367
H -2.787 -4.803 2.845
H -3.751 -4.055 1.575
H -0.094 -4.448 2.750
H -0.365 -3.275 4.073
H 0.692 -2.859 2.694
C -0.629 -1.453 -1.790
H -1.641 -1.831 -1.793
H 0.075 -2.281 -1.777
H -0.462 -0.840 -2.672
C -2.467 2.129 -5.545
C -3.437 2.559 -4.442
C -3.452 1.556 -3.349
N -2.614 1.502 -2.388
N -2.785 0.487 -1.543
C -3.783 -0.279 -1.851
N -4.108 -1.412 -1.200
S -4.634 0.238 -3.302
H -2.394 2.890 -6.317
H -2.798 1.203 -6.009
H -1.483 1.965 -5.113
H -4.444 2.667 -4.848
H -3.120 3.517 -4.026
H -3.685 -1.550 -0.293
H -5.003 -1.830 -1.382
```

Calculated values
**Highest occupied orbital energy**: -0.260 Ha
**Orbital gap**: 6.11 eV
**Energy**: -201653.5646 eV
**LUMO level**: -0.952 eV
**Energy relative to the best compared isomer or geometry (same formula, charge and spin)**: 1.1577 eV

=====

# 2
Below is a gas-phase ion, C5H10N3 (charge +1) at a distorted geometry, with properties calculated with wB97M-V/def2-TZVPD.

The geometry in XYZ format:
```
18
Properties=species:S:1:pos:R:3
C -1.118 -1.695 -0.104
C 0.058 0.906 -0.506
C 2.074 -0.664 -0.474
C -2.140 0.387 0.170
C 0.651 -0.427 -0.050
N -2.057 -0.969 0.079
N -1.015 1.197 0.437
N 1.722 -0.155 0.878
H -0.845 -2.660 -0.213
H 0.845 1.621 -0.478
H -0.279 0.470 -1.512
H 2.688 -1.563 -0.435
H 2.399 0.067 -1.283
H -2.602 0.739 -0.878
H -2.934 0.695 0.800
H -1.270 2.209 0.609
H 1.860 -0.893 1.669
H 1.965 0.737 1.291
```

Calculated values
**Highest occupied orbital energy**: -0.478 Ha
**Orbital gap**: 9.80 eV
**Energy**: -9805.6248 eV
**LUMO level**: -3.207 eV
**Charge**: +1
**Energy relative to the best compared isomer or geometry (same formula, charge and spin)**: 6.1235 eV

=====

energy relative to the best compared isomer or geometry (same formula, charge and spin) of number 2 (C5H10N3)?
6.1235 eV

=====

Which value of energy relative to the best compared isomer or geometry (same formula, charge and spin) does entry 2 give?
6.1235 eV

=====

Among the records above, which one has the highest energy?
C5H10N3

=====

Which value of energy does entry 1 give?
-201653.5646 eV